ORCA calculation (ωB97M-V/def2-TZVPD) on a molecular structure, C18H58AsF6O11.

The net charge is -1. For the strongest force on any atom, the calculation gives 1.75 eV/A. The calculated total energy comes out at -4383.439210 Ha. The value obtained for the HOMO-LUMO gap is 9.95 eV. The relative energy (zero: lowest compared OMol25 entry of this formula, charge and spin) comes out at 0.0 kcal per mole. The calculation puts the lowest unoccupied orbital energy at 2.29 eV. The value obtained for the highest occupied orbital energy is -7.657 eV.

CARTESIAN COORDINATES (ANGSTROEM)
As 0.477356 -0.928719 0.365909
F -0.251768 -2.427021 -0.173006
F -0.892705 -0.605349 1.404405
F 1.212851 0.555634 0.954842
F 1.854911 -1.311091 -0.636145
F -0.286250 -0.083656 -0.943955
F 1.192334 -1.823523 1.693774
O -0.158166 -5.044015 -2.132311
H -0.951654 -4.743792 -1.659137
H 0.314219 -5.585035 -1.487189
O 1.435839 -4.509069 2.204541
H 1.520883 -3.549867 2.354353
H 1.670262 -4.914254 3.045884
O 1.145009 1.511503 3.633638
H 0.511968 0.871583 3.971714
H 1.200136 1.316749 2.683338
O -2.389733 -3.975119 -0.577852
H -1.641390 -3.336320 -0.524762
H -3.164146 -3.443770 -0.375554
O 1.714843 -3.066875 -2.794948
H 1.350339 -3.880975 -2.396679
H 1.875810 -2.482990 -2.035958
C 6.669491 -0.981645 1.303002
C 5.629727 -0.054148 1.920337
C 4.403659 -0.785771 2.437498
O 6.325206 0.571602 3.025423
H 7.413764 -0.343066 0.826648
H 6.213510 -1.699734 0.618207
H 7.192522 -1.576912 2.052680
H 5.352830 0.724665 1.205022
H 3.737955 -0.179142 3.061152
H 4.622772 -1.619964 3.106358
H 3.767994 -1.076714 1.599309
H 5.994740 1.473892 3.094019
C -3.127366 -1.034122 -5.339598
C -3.889165 -1.380378 -4.078330
C -2.974272 -1.580077 -2.880484
O -4.785336 -0.290128 -3.793668
H -3.820383 -0.675459 -6.103968
H -2.695101 -1.949385 -5.752558
H -2.334911 -0.301035 -5.207519
H -4.553416 -2.239759 -4.235154
H -2.371171 -2.489877 -2.901714
H -3.566967 -1.739624 -1.972327
H -2.377751 -0.681074 -2.742117
H -5.428103 -0.581439 -3.141928
C 2.579052 3.201866 -0.765802
C 4.108141 3.243010 -0.711256
C 4.659248 3.969335 -1.918583
O 4.540826 3.935973 0.461302
H 2.066634 2.326524 -0.364866
H 2.231675 3.314765 -1.795546
H 2.076281 4.027173 -0.250457
H 4.475303 2.219478 -0.707524
H 4.325774 4.997270 -2.093558
H 4.478376 3.494091 -2.886685
H 5.745434 4.028618 -1.790617
H 4.215597 4.838571 0.407403
C -4.080142 1.103425 0.011912
C -4.931052 0.755717 1.218311
C -4.485166 1.597566 2.421873
O -6.292480 1.046151 0.901626
H -3.052210 0.818062 0.239766
H -4.125052 2.164015 -0.231853
H -4.394383 0.576954 -0.890228
H -4.847507 -0.288163 1.543617
H -3.425939 1.359650 2.555263
H -5.050446 1.337313 3.317809
H -4.592945 2.662356 2.218093
H -6.892310 0.822592 1.615593
C -1.911672 -0.112554 5.270091
C -1.724888 -1.500689 4.673982
C -0.289112 -1.951545 4.617232
O -2.524963 -2.420626 5.436418
H -2.947337 0.024680 5.587879
H -1.692290 0.650767 4.523400
H -1.325260 0.045029 6.178264
H -2.093302 -1.469697 3.642549
H -0.205502 -2.816840 3.958353
H 0.147337 -2.212319 5.586341
H 0.368150 -1.147733 4.278854
H -2.642847 -3.204796 4.890014
C -0.132333 1.635205 -4.454685
C -0.391211 2.475209 -3.187546
C -0.615165 3.930924 -3.541842
O -1.520290 1.947461 -2.525476
H 0.822053 1.831266 -4.951783
H -0.932158 1.788530 -5.184882
H -0.108137 0.570175 -4.212457
H 0.540962 2.359097 -2.629071
H -0.612205 4.561964 -2.658624
H -1.540258 4.055990 -4.116269
H 0.085324 4.172092 -4.347853
H -1.228782 1.181365 -2.013674

Cartesian forces, eV/Å:
As -0.11 -0.41 0.69
F 0.11 0.37 0.04
F 0.16 -0.05 -0.39
F -0.02 -0.53 -0.53
F -0.19 0.63 0.53
F 0.20 -0.03 0.16
F 0.10 0.50 -0.27
O 0.00 -0.36 0.28
H 0.07 -0.14 -0.20
H -0.18 0.02 -0.01
O 0.10 0.20 0.33
H -0.11 -0.42 -0.30
H 0.00 0.03 -0.08
O 0.05 0.05 -0.15
H -0.01 0.03 -0.06
H -0.05 -0.02 0.30
O 0.52 0.33 0.01
H -0.63 -0.33 0.23
H -0.03 -0.05 -0.07
O 0.28 -0.19 0.39
H -0.17 0.62 -0.40
H -0.11 -0.26 -0.40
C -0.20 0.09 -0.12
C 0.46 -0.46 1.10
C -0.81 0.32 0.07
O -0.11 0.37 -0.25
H 0.06 -0.29 -0.30
H 0.08 0.26 -0.26
H -0.18 0.16 0.28
H -0.14 -0.11 -0.06
H 0.28 0.51 -0.20
H 0.39 -0.26 -0.43
H 0.13 -0.44 0.02
H -0.01 -0.10 0.14
C -0.36 -0.55 -0.56
C -0.35 0.36 0.52
C -0.37 -0.49 0.39
O 0.06 0.35 -0.28
H -0.02 0.13 0.10
H 0.21 0.06 0.13
H -0.07 0.05 0.26
H 0.47 -0.28 -0.18
H 0.29 0.23 -0.50
H -0.18 0.33 -0.06
H 0.18 -0.11 0.02
H 0.08 -0.02 0.10
C -1.01 0.12 -0.35
C -1.40 1.03 -0.23
C 1.11 0.10 -0.82
O 0.47 -0.72 0.28
H 0.51 -0.23 0.05
H 0.13 -0.20 -0.09
H 0.52 0.24 0.14
H 0.35 0.08 0.37
H -0.36 0.00 0.62
H -0.10 -0.41 0.25
H -0.03 0.01 -0.13
H -0.12 -0.01 -0.07
C -0.09 -0.57 -0.06
C -0.31 0.91 0.82
C 0.28 -0.45 -0.45
O -0.25 0.04 -0.71
H 0.08 0.11 -0.17
H 0.00 0.08 0.24
H -0.01 -0.13 0.07
H 0.15 -0.14 -0.47
H -0.05 0.21 0.40
H 0.07 0.00 0.07
H -0.02 0.01 -0.05
H 0.23 -0.10 0.26
C -0.31 -0.13 0.30
C -0.28 0.27 0.15
C 0.70 0.02 0.20
O -0.01 0.02 -0.19
H -0.07 -0.06 -0.24
H 0.17 0.06 0.11
H 0.27 -0.04 -0.16
H -0.10 -0.01 0.04
H 0.22 0.09 -0.07
H -0.51 -0.10 0.18
H -0.11 -0.15 -0.51
H 0.03 -0.03 0.13
C -0.18 -0.16 -0.22
C 0.47 -0.74 -1.33
C -0.30 -0.55 -0.94
O 0.04 0.23 0.45
H 0.00 0.32 0.15
H -0.02 0.01 0.02
H -0.10 0.03 0.16
H -0.26 0.18 0.61
H 0.18 0.31 -0.19
H -0.39 -0.20 0.60
H 0.60 0.47 0.69
H -0.08 0.11 0.00

Mulliken population analysis, charges in e, atoms 1 to 8:
1. As 2.0561
2. F -0.6516
3. F -0.4951
4. F -0.5026
5. F -0.6021
6. F -0.4729
7. F -0.4952
8. O -0.6683